# 1
{
  "formula": "C25H40AlBrCl5CsFN3NaO10P2S",
  "method": "wB97M-V/def2-TZVPD",
  "charge": 3,
  "e_homo_ev": -13.30,
  "gap_ev": 2.38,
  "lumo_ev": -10.93,
  "spin_multiplicity": 1,
  "elements": ["C", "C", "C", "C", "P", "S", "C", "N", "C", "N", "C", "C", "C", "C", "C", "Br", "C", "C", "N", "C", "C", "P", "O", "H", "H", "H", "H", "H", "H", "H", "H", "H", "H", "H", "H", "H", "H", "H", "H", "H", "H", "O", "H", "Na", "O", "H", "C", "C", "O", "C", "O", "O", "F", "H", "H", "H", "Cs", "C", "O", "C", "C", "O", "C", "C", "O", "C", "H", "H", "H", "H", "H", "H", "H", "H", "H", "H", "H", "H", "H", "H", "O", "H", "H", "H", "C", "Cl", "Cl", "Cl", "Cl", "Cl", "Al"],
  "coordinates": [[3.281, -1.776, 5.448], [2.308, -2.065, 4.834], [1.111, -2.071, 4.061], [1.153, -2.538, 2.732], [2.692, -3.187, 2.017], [2.519, -5.120, 1.868], [-0.021, -2.507, 1.983], [-0.033, -2.900, 0.671], [-1.237, -2.037, 2.538], [-2.346, -2.032, 1.731], [-3.433, -1.587, 2.318], [-4.668, -1.556, 1.478], [-4.855, -0.219, 0.730], [-3.460, -1.146, 3.697], [-4.759, -0.629, 4.305], [-4.383, 0.054, 6.115], [-5.846, -1.726, 4.482], [-7.185, -1.200, 3.944], [-2.395, -1.143, 4.440], [-1.264, -1.595, 3.841], [-0.089, -1.612, 4.609], [-0.220, -1.001, 6.345], [-1.069, -1.920, 7.196], [4.148, -1.426, 5.951], [3.739, -2.781, 2.851], [2.812, -2.626, 0.731], [0.629, -3.646, 0.434], [-0.970, -3.144, 0.370], [-5.546, -1.859, 2.024], [-4.517, -2.314, 0.714], [-4.743, 0.624, 1.402], [-5.845, -0.241, 0.293], [-4.112, -0.163, -0.052], [-5.114, 0.245, 3.777], [-5.556, -2.575, 3.873], [-5.976, -1.980, 5.521], [-7.207, -1.131, 2.862], [-7.972, -1.850, 4.307], [-7.386, -0.204, 4.329], [1.033, -0.879, 6.962], [-0.815, 0.266, 6.282], [-2.685, 2.175, 0.036], [-2.266, 1.432, 0.466], [-0.964, 0.195, -0.137], [-0.042, 1.083, -3.095], [0.197, 1.764, -3.742], [-5.076, 3.953, -0.817], [-5.827, 3.320, -1.954], [-7.156, 3.215, -1.403], [-7.279, 4.204, -0.519], [-8.341, 4.571, -0.067], [-6.117, 4.764, -0.195], [-5.374, 2.092, -2.235], [-4.701, 3.221, -0.098], [-4.248, 4.571, -1.146], [-5.864, 3.909, -2.872], [-9.176, 6.253, -0.409], [3.453, -0.776, -1.760], [3.878, 0.332, -2.514], [4.046, 1.521, -1.760], [5.043, 2.411, -2.467], [6.402, 1.998, -2.361], [6.733, 0.814, -3.081], [6.719, 0.977, -4.583], [5.370, 1.020, -5.033], [5.189, 1.741, -6.212], [2.416, -0.628, -1.443], [3.490, -1.652, -2.404], [4.110, -0.953, -0.897], [4.392, 1.295, -0.745], [3.083, 2.046, -1.700], [5.004, 3.399, -2.000], [4.757, 2.538, -3.511], [6.090, -0.013, -2.786], [7.749, 0.559, -2.775], [7.220, 0.121, -5.050], [7.252, 1.898, -4.864], [5.584, 2.766, -6.091], [4.065, 1.823, -6.427], [5.670, 1.246, -7.058], [7.572, 4.661, -5.951], [7.595, 5.286, -5.194], [8.473, 4.355, -6.191], [7.108, 5.050, -6.723], [2.257, -4.882, -2.840], [1.299, -4.714, -4.305], [3.921, -4.384, -3.149], [1.568, -3.825, -1.574], [2.222, -6.546, -2.281], [3.244, 0.116, -6.476], [0.203, -3.429, 6.144]],
  "forces_ev_per_angstrom": [[1.23, 0.39, 0.72], [-1.18, 0.29, -0.61], [0.04, 0.22, -1.09], [0.29, 0.93, 0.36], [-0.50, -1.97, -0.21], [0.07, 0.14, 0.01], [0.49, -0.49, -0.68], [-0.19, -0.32, 0.30], [-0.02, -0.15, -0.75], [0.09, 0.60, 1.20], [-0.53, -0.29, -0.64], [0.31, -0.07, -0.68], [-0.05, -0.79, 0.68], [-0.40, 0.53, 0.50], [0.61, -0.64, 1.26], [-0.13, 0.31, -0.24], [-0.37, 1.09, -1.37], [0.14, -0.09, 0.59], [0.12, -0.19, -0.69], [-0.20, 0.14, 0.58], [1.29, 0.49, 1.23], [-1.79, 1.92, 0.35], [0.94, -1.05, -0.92], [0.26, -0.21, 0.24], [-0.07, 0.57, -0.23], [0.14, 0.66, 0.34], [-0.20, 0.23, 0.27], [-0.01, 0.08, -0.23], [-0.16, 0.17, 0.24], [-0.05, -0.23, -0.06], [-0.04, 0.31, -0.08], [-0.16, 0.27, -0.21], [0.10, 0.35, -0.23], [-0.13, 0.01, -0.35], [0.04, -0.52, 0.36], [0.32, -0.29, 0.18], [-0.09, -0.12, -0.18], [-0.30, -0.09, -0.24], [-0.03, 0.13, 0.17], [0.24, 0.29, -0.64], [0.35, 0.08, -0.15], [0.35, -0.19, -0.58], [-0.55, 0.11, 1.00], [0.12, 0.15, -0.91], [0.14, -0.17, 0.28], [-0.07, -0.02, 0.07], [0.61, 0.14, 0.17], [0.39, -0.47, -0.04], [-0.30, 0.72, -0.17], [1.58, -1.80, 0.31], [6.36, -12.64, 2.69], [-0.64, -0.11, -0.30], [-0.20, -0.03, 0.01], [0.04, -0.09, -0.12], [-0.11, 0.21, 0.13], [-0.11, -0.07, -0.03], [-7.43, 14.00, -2.61], [-0.10, 0.15, -0.25], [0.23, -0.09, 0.14], [-0.11, -0.19, -0.31], [0.07, 0.42, 0.24], [-0.20, -0.11, -0.31], [0.37, -0.02, 0.28], [-0.30, -0.15, 0.13], [0.16, 0.34, -0.08], [0.75, -0.23, 0.31], [-0.09, -0.11, 0.24], [-0.02, 0.07, -0.03], [-0.08, 0.06, 0.06], [0.06, 0.02, -0.01], [0.02, 0.04, 0.12], [0.05, -0.05, 0.09], [-0.12, -0.11, 0.02], [-0.07, -0.01, -0.15], [0.02, 0.09, -0.02], [0.09, 0.08, -0.05], [-0.01, 0.02, 0.00], [-0.26, 0.11, -0.12], [0.38, -0.08, 0.14], [-0.16, 0.14, -0.21], [0.08, 0.12, -0.03], [0.01, -0.01, 0.04], [0.02, -0.02, 0.01], [0.01, 0.01, -0.03], [0.08, -0.26, -0.11], [0.00, 0.05, 0.04], [0.00, 0.00, 0.01], [0.12, 0.08, -0.46], [0.00, 0.06, 0.02], [-0.93, -0.39, -0.15], [-0.73, -2.48, 1.42]],
  "lowdin_charge": [0.20, -0.22, -0.36, -0.29, 0.43, 0.20, -0.25, 0.10, -0.15, 0.20, -0.17, -0.16, -0.05, -0.20, -0.58, 0.76, -0.27, -0.08, 0.14, -0.22, -0.36, 0.75, -0.47, 0.08, -0.01, -0.04, -0.04, 0.11, 0.08, 0.12, 0.07, 0.08, 0.06, 0.09, 0.10, 0.08, 0.06, 0.08, 0.08, 0.05, 0.05, -0.38, -0.21, 0.65, -0.15, -0.03, 0.00, -0.28, 0.17, -0.63, -0.68, 0.10, 0.12, 0.12, 0.15, 0.18, 1.65, -0.13, -0.21, -0.19, -0.18, -0.12, -0.17, -0.17, -0.28, -0.25, 0.07, 0.04, 0.09, 0.13, 0.13, 0.13, 0.11, 0.12, 0.14, 0.14, 0.11, 0.08, -0.01, 0.10, 0.35, 0.21, 0.21, 0.21, -2.02, 0.56, 0.56, 0.55, 0.57, 0.35, 0.89]
}


# 2
{
  "formula": "C25H40BrCl3EuN3O3Si",
  "method": "wB97M-V/def2-TZVPD",
  "relative_energy_kcal_mol": 0.00,
  "charge": 0,
  "s_squared": 12.016,
  "e_homo_ev": [-7.99, -8.00],
  "gap_ev": [7.49, 8.20],
  "lumo_ev": [-0.50, 0.20],
  "spin_multiplicity": 7,
  "elements": ["C", "C", "H", "H", "H", "C", "C", "H", "H", "H", "H", "Eu", "Cl", "Cl", "C", "O", "N", "C", "C", "H", "H", "H", "H", "H", "H", "H", "H", "H", "C", "C", "N", "H", "C", "O", "H", "H", "H", "H", "O", "C", "C", "C", "H", "C", "H", "C", "H", "C", "C", "H", "H", "H", "Si", "Cl", "C", "C", "C", "H", "H", "H", "H", "H", "H", "H", "H", "H", "Br", "C", "C", "C", "C", "N", "C", "H", "H", "H", "H"],
  "coordinates": [[3.227, 3.486, -4.982], [3.238, 2.750, -6.294], [4.207, 3.366, -4.483], [2.447, 3.133, -4.288], [3.071, 4.565, -5.164], [4.140, 3.021, -7.256], [5.251, 3.982, -7.125], [4.077, 2.516, -8.219], [5.806, 3.859, -6.186], [4.932, 5.032, -7.176], [5.944, 3.809, -7.954], [0.480, 0.706, -3.831], [-1.235, 2.231, -2.635], [-1.363, -0.196, -5.760], [-0.799, -2.072, -3.535], [0.278, -1.662, -3.024], [-1.078, -3.302, -3.931], [-0.158, -4.396, -3.622], [-2.178, -3.524, -4.881], [-1.619, -1.356, -3.748], [0.129, -4.360, -2.562], [0.760, -4.356, -4.229], [-0.684, -5.328, -3.835], [-3.074, -3.013, -4.497], [-2.345, -4.604, -4.968], [-1.934, -3.077, -5.858], [3.195, 2.175, 1.369], [4.783, 2.071, -2.249], [3.906, 1.462, 0.933], [4.979, 1.567, -1.297], [3.763, 1.440, -0.513], [3.696, 0.473, 1.361], [2.576, 1.187, -1.079], [2.408, 1.063, -2.321], [5.429, 0.588, -1.500], [1.748, 1.065, -0.365], [4.934, 1.759, 1.167], [5.685, 2.154, -0.705], [1.362, 1.488, -5.560], [2.046, 1.864, -6.695], [3.588, 0.173, -7.871], [2.310, 0.648, -7.598], [4.429, 0.583, -7.319], [3.799, -0.735, -8.909], [1.418, 2.532, -7.339], [1.209, 0.011, -8.163], [4.827, -0.991, -9.195], [2.703, -1.233, -9.615], [1.394, -0.895, -9.211], [0.207, 0.232, -7.782], [2.867, -1.887, -10.471], [0.532, -1.287, -9.754], [4.592, -2.238, -4.716], [5.372, -0.373, -4.978], [5.681, -3.371, -5.688], [2.895, -2.237, -5.539], [4.088, -2.199, -2.900], [5.600, -3.091, -6.757], [5.363, -4.410, -5.553], [6.728, -3.246, -5.387], [4.935, -2.494, -2.290], [3.209, -2.781, -2.583], [3.807, -1.146, -2.688], [2.958, -2.347, -6.630], [2.453, -1.250, -5.345], [2.239, -3.010, -5.158], [0.374, -0.580, 4.933], [-0.076, -0.993, 3.130], [-0.992, -2.005, 2.822], [-1.327, -2.213, 1.481], [-0.728, -1.394, 0.504], [0.172, -0.463, 0.808], [0.513, -0.250, 2.079], [-1.424, -2.599, 3.622], [-2.037, -2.973, 1.168], [-0.989, -1.503, -0.551], [1.247, 0.526, 2.296]],
  "forces_ev_per_angstrom": [[0.15, 0.03, 0.21], [0.24, -0.12, -1.68], [-0.32, 0.14, -0.11], [0.37, 0.15, -0.43], [0.08, -0.37, 0.17], [-0.79, -0.28, 0.75], [0.84, 0.37, -0.10], [-0.19, 0.17, 0.25], [-0.08, 0.05, -0.11], [-0.03, -0.13, 0.02], [0.12, 0.24, 0.20], [-0.17, 0.14, -1.37], [0.33, -0.19, 0.07], [0.27, 0.14, 0.36], [-0.55, 0.75, -0.22], [-0.45, -0.22, -0.16], [0.65, -0.34, 0.33], [0.21, 0.06, -0.15], [-0.14, 0.40, 0.12], [0.29, -0.46, 0.26], [-0.11, 0.02, -0.33], [-0.30, 0.01, 0.13], [0.18, 0.05, 0.14], [0.19, -0.32, -0.23], [-0.08, 0.39, 0.03], [-0.05, -0.27, 0.34], [0.28, -0.06, -0.01], [-0.04, -0.17, 0.21], [-0.41, -0.13, 0.36], [0.25, 0.04, -0.35], [-0.58, -0.15, -0.58], [0.23, 0.20, -0.04], [0.42, -0.05, -0.59], [-0.06, 0.03, 1.03], [-0.11, 0.13, -0.02], [0.02, 0.05, -0.19], [-0.43, -0.08, 0.10], [-0.05, -0.01, -0.26], [-0.51, -0.58, 1.34], [-0.07, 0.45, 0.03], [0.07, 0.20, -0.40], [0.47, 0.03, 0.57], [-0.17, -0.12, -0.28], [-0.16, -0.06, 0.02], [0.01, -0.36, 0.54], [-0.23, -0.08, -0.49], [-0.45, -0.06, 0.13], [-0.27, 0.04, 0.13], [0.61, 0.01, 0.06], [0.35, 0.13, -0.36], [-0.11, 0.12, 0.19], [0.25, -0.03, 0.27], [-2.40, 0.10, -0.41], [0.65, 0.88, -0.02], [0.51, -0.19, 0.28], [0.51, 0.39, -0.53], [0.20, -0.07, 0.30], [-0.11, -0.10, 0.59], [0.19, 0.05, -0.14], [-0.13, -0.27, -0.11], [0.10, 0.15, 0.52], [0.34, -0.15, -0.47], [0.40, -0.46, -0.17], [-0.08, 0.11, 0.19], [-0.11, -0.22, -0.08], [-0.12, -0.16, 0.21], [-0.07, -0.15, -0.37], [0.15, 0.21, -0.87], [0.27, 0.35, -0.16], [0.49, 0.64, -0.22], [-0.31, -0.50, 0.66], [0.34, 0.30, 0.02], [-0.88, -0.88, 0.63], [0.00, 0.07, -0.16], [0.09, 0.09, 0.21], [0.15, 0.05, 0.30], [-0.16, -0.14, -0.06]],
  "mulliken_spin": [0.00, 0.00, 0.00, 0.00, 0.00, 0.00, 0.00, 0.00, 0.00, 0.00, 0.00, 6.05, -0.01, -0.01, 0.00, 0.00, 0.00, 0.00, 0.00, 0.00, 0.00, 0.00, 0.00, 0.00, 0.00, 0.00, 0.00, 0.00, 0.00, 0.00, 0.00, 0.00, 0.00, 0.00, 0.00, 0.00, 0.00, 0.00, -0.02, 0.00, 0.00, 0.00, 0.00, 0.00, 0.00, 0.00, 0.00, 0.00, 0.00, 0.00, 0.00, 0.00, 0.00, 0.00, 0.00, -0.01, 0.00, 0.00, 0.00, 0.00, 0.00, 0.00, 0.00, 0.00, 0.01, 0.00, 0.00, 0.00, 0.00, 0.00, 0.00, 0.00, 0.00, 0.00, 0.00, 0.00, 0.00]
}


Strongest force on any atom list, top to bottom, in hartree/bohr: 0.312, 0.047